# 1
Formula: C16H25N2O2P
Source: the OMol25 dataset
Level of theory: the ωB97M-V functional and the def2-TZVPD basis

The calculation puts the LUMO energy at -2.477 eV. The gap between HOMO and LUMO is 2.7537 eV.

Cartesian coordinates (Å):
1 P 1.02189 1.29300 -0.47495
2 O -5.26676 -1.85600 -0.43768
3 O -0.24573 -3.07044 -2.26906
4 N 1.79937 0.01055 0.36364
5 N -0.04724 1.32044 0.88513
6 C -1.38605 -2.88261 -1.82401
7 C -3.83125 -2.81377 -2.12359
8 C 1.77020 0.26855 1.75110
9 C -0.35350 3.70278 0.97498
10 C -2.95894 -1.96765 0.01813
11 C -1.10137 2.37288 0.94349
12 C -1.99988 2.25587 2.17456
13 C 3.61658 -1.70597 0.56791
14 C 0.68790 1.03635 2.05639
15 C 2.69949 -1.02311 -1.65336
16 C 4.02229 0.60487 -0.29145
17 C -1.60942 -2.23208 -0.43156
18 C 3.03241 -0.55461 -0.24302
19 C -4.11781 -2.17157 -0.80489
20 C -2.62375 -3.21197 -2.52861
21 C -1.94546 2.27381 -0.31884
22 H 1.91289 -1.78756 -1.68233
23 H -2.70753 3.06770 -0.30494
24 H 2.90350 -2.53014 0.69777
25 H -3.07545 -1.49052 0.98338
26 H 2.61311 0.02537 2.38081
27 H -1.44478 2.44364 3.10191
28 H -0.96303 -2.69403 0.33641
29 H -2.49957 1.27980 2.23756
30 H -1.09277 4.50643 0.95541
31 H -2.48967 -3.62426 -3.52629
32 H -4.71894 -3.08707 -2.68121
33 H 2.35041 -0.18318 -2.26467
34 H 0.47639 1.54425 2.98561
35 H 3.61394 -1.42965 -2.11242
36 H -2.45433 1.30511 -0.39959
37 H 3.60638 1.45485 -0.85462
38 H -1.32493 2.40161 -1.21228
39 H 0.24317 3.79320 1.89225
40 H -1.31808 -1.20773 -0.60694
41 H -2.77991 3.03525 2.11439
42 H 3.97134 -1.36766 1.54861
43 H 0.31542 3.79517 0.10644
44 H 4.49765 -2.09185 0.02853
45 H 4.27239 0.94462 0.72237
46 H 4.92943 0.24728 -0.78050

# 2
Formula: H25O13
Source: the OMol25 dataset
Level of theory: the ωB97M-V functional and the def2-TZVPD basis

The calculation puts the energy relative to the best compared isomer or geometry (same formula, charge and spin) at 1.995 eV. The calculation puts the LUMO energy at 2.517 eV. The gap between HOMO and LUMO is 9.6210 eV. As for the charge: -1.

Cartesian coordinates (Å):
1 O 0.81924 -2.34265 -2.74096
2 O -0.25701 0.58486 -3.96742
3 O 0.65380 2.26389 2.67945
4 O 0.13429 0.28644 0.61786
5 O 2.97300 -0.43598 -0.90935
6 O -3.63044 -0.13040 -0.05273
7 O -0.69227 2.67944 0.03903
8 O 0.87293 -2.27595 1.14508
9 O -1.25420 -0.11447 -1.37457
10 O -2.18764 2.65567 2.27363
11 O -1.19832 -3.44620 -0.33766
12 O 1.69081 2.12763 -1.52480
13 O 2.91441 -1.96096 2.77520
14 H -3.54313 -0.08311 0.90769
15 H -0.14989 2.76495 2.81973
16 H 1.36802 1.83779 -0.66464
17 H -2.68245 -0.22764 -0.31532
18 H 0.67168 1.38888 2.28723
19 H -0.48412 -2.79270 -0.29454
20 H -0.52220 1.69751 0.09833
21 H 3.56259 -0.41391 -0.15142
22 H 0.65849 -1.40993 0.73266
23 H -1.53217 -1.03299 -1.53290
24 H 0.44161 -0.00492 -3.66792
25 H 2.50031 0.41192 -0.98306
26 H 0.25229 -2.40775 1.86774
27 H -0.08173 3.23409 0.52265
28 H -3.11401 2.92671 2.22987
29 H -2.06361 2.43041 1.32098
30 H 1.59924 -2.22777 -2.18832
31 H -0.48539 -0.01987 1.29024
32 H 2.01256 -2.32116 2.80142
33 H 2.60350 -1.12826 2.39448
34 H -1.80101 -3.13585 0.34953
35 H -0.66080 0.97742 -3.18683
36 H 1.01803 2.03711 -2.20644
37 H -0.42154 -0.31915 -0.76130
38 H 0.01512 -2.07313 -2.29262

# 3
Formula: C19H30GaN5OSeTe
Source: the OMol25 dataset
Level of theory: the ωB97M-V functional and the def2-TZVPD basis

The calculation puts the energy relative to the best compared isomer or geometry (same formula, charge and spin) at 0.000 eV. The calculation puts the LUMO energy at -5.071 eV. The gap between HOMO and LUMO is 8.8360 eV. As for the charge: +2.

Cartesian coordinates (Å):
1 Te -1.64582 0.52818 0.86685
2 Se 0.88595 2.99050 -1.44460
3 Ga 0.58562 0.91762 -0.23277
4 O 1.17018 -0.46987 -1.48876
5 N -1.80569 3.81185 -2.07659
6 N 2.28132 0.77603 0.86179
7 N -1.32573 4.23425 -0.01263
8 N 1.17821 -2.19710 -2.88042
9 N 4.38655 0.65914 2.29795
10 C -0.82749 -0.85646 -2.81380
11 C -1.68775 3.46369 -3.49247
12 C -0.08023 -1.66385 4.29569
13 C 2.48653 -0.62193 1.38266
14 C -0.75503 -2.28942 1.66978
15 C 3.43363 1.57053 2.91505
16 C 0.56321 -1.15709 -2.35695
17 C 4.73824 1.13872 0.97034
18 C -2.90911 4.42014 -1.51993
19 C -0.23511 -3.26697 2.50848
20 C -0.60676 4.42662 1.24591
21 C 3.48473 1.16226 0.05593
22 C -2.61228 4.67646 -0.22788
23 C 3.80182 -0.67008 2.19840
24 C -0.59506 -0.67799 3.46265
25 C -0.91689 -0.99339 2.14646
26 C 0.10900 -2.95314 3.81664
27 C 2.16833 1.70816 2.03144
28 C -0.84596 3.70072 -1.14491
29 H 3.91008 2.54021 3.05401
30 H 1.62103 -0.87323 1.99153
31 H -0.95704 -1.11571 -3.86308
32 H -1.04923 2.59299 -3.60188
33 H 0.30025 3.83335 1.23158
34 H -0.11307 -4.27825 2.14317
35 H 2.51002 -1.29034 0.52443
36 H -3.19615 5.13403 0.55135
37 H 4.52697 -1.33280 1.72687
38 H -1.03917 -2.54183 0.65610
39 H -0.74953 0.32380 3.84355
40 H 3.61092 -1.04981 3.20156
41 H 5.50515 0.49041 0.54874
42 H -1.53271 -1.44440 -2.22166
43 H -1.06982 0.19056 -2.65241
44 H 3.17245 1.18620 3.90063
45 H -1.24117 4.10554 2.06794
46 H -3.80249 4.61234 -2.08748
47 H 2.11752 -2.42791 -2.59191
48 H 1.25715 1.44775 2.57075
49 H -1.25327 4.29472 -4.04413
50 H -0.35171 5.47837 1.35829
51 H 0.75303 -2.75366 -3.60456
52 H -2.68050 3.24885 -3.87701
53 H 3.56081 0.46147 -0.77516
54 H 5.16407 2.13720 1.06173
55 H 0.16278 -1.42376 5.32267
56 H 3.31597 2.16076 -0.34828
57 H 0.50473 -3.71931 4.46973
58 H 2.05459 2.71631 1.62933